Entry 1:
Molecular formula: C5H20InN10O5
Method: DFT, the ωB97M-V functional and the def2-TZVPD basis

Computed properties:
Energy = -1315.336048 Eh
Net charge = +3
Max |F| = 0.2216 hartree/bohr
Orbital gap = 3.203 eV
Spin multiplicity = 1

Last column: Mulliken charge in e.
Element x y z (Å)
In: -0.0009 -0.0182 -1.3767  1.662
C: 3.4314 1.6698 -0.1243  0.641
O: 2.2525 1.6728 -0.3777  -0.438
N: 4.0322 2.7854 -0.2023  -0.421
N: 4.1719 0.6306 0.3905  -0.415
H: 3.4146 3.5845 -0.1910  0.250
H: 5.0283 2.8194 -0.0389  0.212
H: 3.6130 -0.1904 0.5741  0.226
H: 4.8375 0.9248 1.0908  0.255
C: -2.0094 -2.6593 1.0773  0.617
O: -1.4327 -1.7603 0.5502  -0.546
N: -3.1149 -2.7882 1.6088  -0.239
N: -1.4379 -3.8209 0.9783  -0.426
H: -3.3873 -3.7231 1.8769  0.191
H: -3.6738 -2.0325 1.9784  0.216
H: -1.7981 -4.7122 1.2881  0.176
H: -0.4812 -3.7992 0.6553  0.178
C: -0.9229 1.6897 2.0392  0.409
O: -0.1169 1.3556 1.2007  -0.406
N: -1.4598 2.9084 2.0846  -0.244
N: -1.4838 0.8620 2.8991  -0.317
H: -2.1000 3.1592 2.8244  0.275
H: -1.3511 3.5696 1.3289  0.234
H: -2.4895 0.8519 2.8066  0.212
H: -1.0889 -0.0291 3.1641  0.261
C: -3.5125 1.5947 -0.7201  0.762
O: -2.3272 1.6687 -0.8534  -0.558
N: -4.3502 1.4961 -1.7230  -0.410
N: -4.0895 1.6237 0.4130  -0.259
H: -5.3146 1.2619 -1.5357  0.183
H: -4.0344 1.3476 -2.6708  0.245
H: -5.0942 1.5291 0.4560  0.185
H: -3.5217 1.6098 1.2481  0.103
C: 3.2859 -1.7022 -2.8201  0.675
O: 2.2201 -1.2889 -2.6149  -0.571
N: 3.4026 -2.9174 -3.1011  -0.375
N: 4.3624 -0.9908 -2.6662  -0.337
H: 4.3180 -3.2245 -3.3975  0.196
H: 2.5740 -3.4718 -2.9393  0.231
H: 4.4081 0.0016 -2.4839  0.186
H: 5.2411 -1.4878 -2.6965  0.182

---

Entry 2:
Molecular formula: C5H20N10O5
Method: DFT, the ωB97M-V functional and the def2-TZVPD basis

Computed properties:
Energy = -1126.337690 Eh
Net charge = -1
Max |F| = 0.1408 hartree/bohr
Orbital gap (spin up / spin down) = 2.101 / 8.748 eV
Spin multiplicity = 2

Last column: Mulliken spin population.
Element x y z (Å)
C: 4.0502 -10.2328 22.3486  0.038
O: 4.9525 -9.7666 23.0386  -0.010
N: 4.2035 -10.5171 21.0373  -0.011
N: 2.8720 -10.5611 22.8347  -0.002
H: 4.9793 -10.1087 20.5359  0.003
H: 3.4594 -11.0555 20.6170  -0.005
H: 2.6517 -9.9569 23.6135  0.001
H: 2.1477 -10.7519 22.1572  -0.003
C: 5.6675 -9.3518 17.3407  0.007
O: 6.1076 -8.3153 17.8075  -0.017
N: 6.0445 -9.9282 16.1992  0.119
N: 4.6164 -10.0788 17.7682  -0.029
H: 5.5910 -10.7495 15.8249  -0.082
H: 6.8360 -9.4127 15.8416  0.004
H: 4.1917 -9.6440 18.5749  0.010
H: 3.9574 -10.3470 17.0514  -0.024
C: 8.6296 -13.5828 13.5718  1.581
O: 7.9756 -14.6362 13.4808  -0.410
N: 9.8536 -13.3783 13.2339  0.107
N: 8.2835 -12.4616 14.0717  0.021
H: 10.2442 -14.3078 13.2942  -0.060
H: 10.3870 -12.5730 13.5291  -0.442
H: 8.8538 -11.6428 13.9156  -0.228
H: 7.3089 -12.3842 14.3252  -0.061
C: 4.9137 -13.5340 18.2832  0.148
O: 4.1324 -13.9142 17.4922  -0.057
N: 4.5466 -13.1158 19.5122  -0.007
N: 6.1382 -13.2571 18.0079  0.024
H: 3.5758 -13.2023 19.7771  0.005
H: 5.2950 -12.7925 20.1083  0.002
H: 6.7483 -13.2612 18.8128  -0.046
H: 6.4647 -13.1155 17.0627  -0.028
C: 9.4556 -9.2748 16.8913  0.900
O: 9.0137 -8.3974 17.5316  -0.313
N: 9.8741 -9.2127 15.6112  0.441
N: 9.3517 -10.5176 17.3058  0.186
H: 10.4141 -8.3592 15.6044  -0.120
H: 10.2219 -10.0325 15.1347  -0.269
H: 8.6942 -10.6494 18.0610  -0.053
H: 9.8423 -11.2552 16.8206  -0.319

---

Entry 3:
Molecular formula: C5H20N10O5
Method: DFT, the ωB97M-V functional and the def2-TZVPD basis

Computed properties:
Energy = -1126.005674 Eh
Net charge = +1
Max |F| = 0.2393 hartree/bohr
Orbital gap (spin up / spin down) = 9.441 / 3.330 eV
Spin multiplicity = 2

Last column: Mulliken spin population.
Element x y z (Å)
C: -4.4936 -1.0069 -2.9545  0.000
O: -4.1750 -0.2015 -3.7803  0.001
N: -4.4447 -0.8692 -1.6622  0.000
N: -4.9152 -2.2069 -3.1892  0.000
H: -5.0389 -1.4922 -1.1340  0.000
H: -4.0335 -0.1126 -1.1344  0.000
H: -4.8829 -2.6419 -4.1001  0.000
H: -4.8126 -2.8666 -2.4313  0.000
C: -0.5448 0.3365 3.6485  0.000
O: 0.0196 -0.7110 3.7822  0.000
N: -1.3739 0.8222 4.4822  0.000
N: -0.6083 0.9692 2.6152  0.001
H: -1.3673 0.4242 5.4105  0.000
H: -1.6425 1.7258 4.1198  0.000
H: -0.8289 1.9507 2.7053  0.000
H: -0.3093 0.5206 1.7611  -0.001
C: 3.2258 4.0881 -1.5114  -0.003
O: 3.1137 4.1988 -2.7312  0.040
N: 4.2417 4.4319 -0.8417  0.003
N: 2.3046 3.4638 -0.7851  0.009
H: 4.3230 4.0919 0.1059  -0.001
H: 5.0607 4.7974 -1.3063  0.001
H: 2.1314 3.5633 0.2049  -0.001
H: 1.6833 2.9078 -1.3552  -0.002
C: 0.1842 0.5571 -1.1783  -0.040
O: -0.1721 1.5928 -1.6769  0.802
N: 1.2833 0.4059 -0.4117  0.130
N: -0.4286 -0.5560 -1.4232  0.043
H: 1.4465 -0.5704 -0.2111  -0.001
H: 1.9802 1.1207 -0.2586  -0.004
H: -0.0397 -1.3972 -1.0218  0.004
H: -1.2165 -0.5399 -2.0549  0.001
C: 1.5285 -2.9239 0.9804  0.000
O: 0.8813 -1.9798 0.6218  0.016
N: 0.9513 -4.0841 1.0785  0.001
N: 2.8276 -2.9666 1.1610  0.001
H: 1.5201 -4.8160 1.4796  0.000
H: -0.0397 -4.1145 0.8858  0.000
H: 3.2642 -2.1204 0.8242  0.000
H: 3.3974 -3.7910 1.2867  0.000

---

Entry 4:
Molecular formula: C5H20N2O3
Method: DFT, the ωB97M-V functional and the def2-TZVPD basis

Computed properties:
Energy = -537.633141 Eh
Net charge = 0
Max |F| = 0.0822 hartree/bohr
SMILES string = CCN(C)CCN.O.O.O
Orbital gap = 8.531 eV
Spin multiplicity = 1

Last column: Mulliken charge in e.
Element x y z (Å)
C: -1.6498 1.9639 0.7539  -0.904
C: -0.5561 1.3548 1.5732  -0.739
N: -0.4270 -0.0864 1.2542  0.378
C: -1.5703 -0.8132 1.7325  -1.150
C: 0.2460 -0.3939 0.0061  0.075
C: -0.5663 -1.4806 -0.8256  -0.316
N: -0.4230 -1.4752 -2.3029  -0.602
H: -1.3813 1.9557 -0.3549  0.182
H: -1.9252 2.9583 0.9358  0.465
H: -2.6277 1.4921 0.9522  0.244
H: 0.4456 1.8479 1.3048  0.235
H: -0.6433 1.3900 2.6796  0.445
H: -1.9917 -0.4927 2.6778  0.355
H: -2.3946 -0.8480 0.9272  0.342
H: -1.4656 -1.9546 1.9843  0.252
H: 1.3178 -0.6939 0.3142  -0.200
H: 0.3573 0.5367 -0.6216  0.058
H: -1.6321 -1.2934 -0.5404  0.013
H: -0.3325 -2.4265 -0.2468  0.315
H: 0.6001 -1.4113 -2.3839  0.247
H: -0.4547 -2.4630 -2.5763  0.294
O: 0.5888 1.4135 -3.0256  -0.683
H: -0.1571 0.8359 -3.1182  0.419
H: 0.8745 0.9889 -2.1954  0.161
O: 2.6528 -0.2252 2.3258  -0.619
H: 2.7805 -0.1326 1.4379  0.353
H: 1.8091 -0.6503 2.3993  0.351
O: 2.5658 -0.1533 -1.5017  -0.498
H: 2.6131 0.7737 -1.8098  0.290
H: 3.3467 -0.5172 -1.7559  0.237

---

Entry 5:
Molecular formula: C5H20N2O4
Method: DFT, the ωB97M-V functional and the def2-TZVPD basis

Computed properties:
Energy = -612.907598 Eh
Net charge = 0
Max |F| = 0.0345 hartree/bohr
SMILES string = C=CCCNCN.O.O.O.O
Orbital gap = 9.751 eV
Spin multiplicity = 1

Last column: Mulliken charge in e.
Element x y z (Å)
C: 2.6002 -2.8669 0.6025  -0.787
C: 2.1685 -1.6743 0.2199  0.000
C: 0.8356 -1.1619 0.7623  -0.694
C: -0.2280 -1.2365 -0.3385  0.105
N: 0.1935 -0.1752 -1.3045  -0.122
C: -0.8473 0.3014 -2.2118  -0.830
N: -2.1544 0.6608 -1.6555  -0.447
H: 3.5942 -3.2071 0.3473  0.270
H: 2.0236 -3.5154 1.2449  0.257
H: 2.6749 -1.1812 -0.6142  0.204
H: 0.9907 -0.1223 1.0648  0.308
H: 0.6022 -1.7460 1.6582  0.382
H: -1.1976 -1.0371 0.0605  -0.327
H: -0.3116 -2.2271 -0.7721  0.398
H: 0.5864 0.5905 -0.7714  0.128
H: -0.9127 -0.5425 -2.9357  0.384
H: -0.3463 1.2122 -2.6065  0.316
H: -2.9021 0.2196 -2.1735  0.194
H: -2.3059 1.6589 -1.6774  0.315
O: -2.7782 -2.1683 1.2752  -0.626
H: -2.9363 -1.9739 2.2055  0.313
H: -2.8202 -1.3093 0.8413  0.292
O: -1.5203 2.6221 0.2160  -0.706
H: -0.7172 2.1913 -0.0959  0.331
H: -2.0879 1.8601 0.3492  0.339
O: 0.4652 1.8596 3.8117  -0.625
H: 0.2866 2.7278 3.4444  0.321
H: -0.2684 1.5979 4.3563  0.304
O: 2.2984 2.3427 -1.9569  -0.624
H: 2.3110 1.4195 -1.6565  0.302
H: 2.7393 2.1633 -2.7983  0.323

---

Entry 6:
Molecular formula: C5H20N2O4
Method: DFT, the ωB97M-V functional and the def2-TZVPD basis

Computed properties:
Energy = -612.912463 Eh
Net charge = 0
Max |F| = 0.0620 hartree/bohr
SMILES string = C[C@H](N)C/C=C/N.O.O.O.O
Orbital gap = 8.087 eV
Spin multiplicity = 1

Last column: Mulliken charge in e.
Element x y z (Å)
C: -0.7499 -0.9541 -2.7545  -1.420
C: -0.2998 -0.4774 -1.3532  0.841
N: 0.0168 0.9430 -1.3099  -0.435
C: 0.8602 -1.4793 -0.8404  -1.022
C: 1.5785 -0.9670 0.3748  -0.430
C: 2.4001 0.0718 0.2506  -0.348
N: 3.1195 0.8130 1.2177  -0.516
H: 0.0635 -1.2635 -3.4071  0.313
H: -1.2973 -0.1189 -3.1934  0.410
H: -1.4490 -1.7845 -2.6858  0.343
H: -1.0245 -0.7060 -0.5287  0.078
H: -0.6530 1.4397 -0.7947  0.088
H: 0.9314 1.2271 -1.5605  0.151
H: 0.3075 -2.4433 -0.6589  0.269
H: 1.5671 -1.5781 -1.6769  0.549
H: 1.4004 -1.4728 1.3041  0.363
H: 2.6738 0.4574 -0.7274  0.423
H: 2.9022 0.7137 2.1867  0.201
H: 3.3629 1.7255 0.8932  0.201
O: -0.8948 0.3697 2.4142  -0.752
H: -0.1720 0.9945 2.4989  0.335
H: -0.7749 -0.1736 1.6259  0.303
O: -0.4137 2.8869 0.5171  -0.600
H: -1.2292 2.3383 0.4130  0.355
H: -0.8701 3.7338 0.3476  0.327
O: -2.5224 1.1862 0.6529  -0.670
H: -3.4689 1.1363 0.5051  0.239
H: -2.2633 0.7597 1.5610  0.390
O: -1.0534 -2.5050 1.1838  -0.608
H: -1.7883 -2.2793 1.7870  0.298
H: -0.2594 -2.5938 1.7578  0.321

---

Entry 7:
Molecular formula: C5H20N2O5
Method: DFT, the ωB97M-V functional and the def2-TZVPD basis

Computed properties:
Energy = -688.134843 Eh
Net charge = 0
Max |F| = 0.0741 hartree/bohr
SMILES string = C[C@@H](CN)N(C)C=O.O.O.O.O
Orbital gap = 9.502 eV
Spin multiplicity = 1

Last column: Mulliken charge in e.
Element x y z (Å)
C: -1.8656 -0.6410 1.4217  -1.349
C: -0.5064 -1.2600 1.1704  0.002
C: -0.5697 -1.3922 -0.4819  -0.351
N: -1.8153 -2.1771 -0.6819  -0.395
N: 0.6348 -0.4561 1.5879  0.331
C: 1.9085 -1.0955 1.6509  -1.059
C: 0.6138 0.8429 1.9158  0.032
O: 1.5888 1.5857 1.7000  -0.715
H: -2.1452 0.1357 0.7114  0.321
H: -1.7828 -0.1993 2.4134  0.388
H: -2.7118 -1.3139 1.2964  0.410
H: -0.3608 -2.3382 1.4800  0.209
H: -0.4809 -0.4163 -0.9586  0.354
H: 0.2101 -2.0464 -1.0521  0.237
H: -2.2416 -2.6716 0.0890  0.145
H: -2.1464 -2.1895 -1.6016  0.156
H: 2.5837 -0.6597 2.5246  0.330
H: 1.7730 -2.1635 1.7447  0.343
H: 2.6022 -0.7887 0.8772  0.350
H: -0.3374 1.3342 2.1459  0.302
O: -0.1517 3.3555 0.2656  -0.648
H: 0.2131 3.4474 -0.5957  0.284
H: 0.4419 3.0755 0.9859  0.385
O: 1.3029 1.4171 -3.2094  -0.630
H: 0.3955 1.5139 -3.4480  0.306
H: 1.6370 1.1450 -2.3599  0.340
O: 3.0318 1.2252 -0.5428  -0.688
H: 2.4105 1.7943 -0.9973  0.232
H: 2.6613 1.1693 0.3844  0.403
O: -2.0500 0.1839 -2.8616  -0.608
H: -2.1573 -0.6009 -3.4023  0.296
H: -2.6862 0.1842 -2.1723  0.286